107
Properties=species:S:1:pos:R:3:lowdin_charge:R:1 method="wB97M-V/def2-TZVPD" spin_multiplicity=1 total_energy_ev=-221474.6046 orbital_gap_ev=10.3 max_force_ev_per_a=5.155 total_charge=0
C -0.33 -0.32 2.97 -0.0457
C -0.07 0.48 2.09 -0.1089
C 0.47 1.46 0.99 -0.1077
C 1.62 0.70 0.21 -0.2037
C 2.64 1.68 -0.55 -0.2225
F 2.81 2.91 0.13 -0.0069
C 4.04 0.90 -0.61 -0.2217
C 5.07 1.53 -1.64 -0.1821
C 5.55 3.00 -1.29 -0.1353
C 4.64 4.13 -1.98 -0.1617
O 4.39 5.12 -0.94 -0.0539
C 3.32 5.95 -1.27 -0.4672
C 2.57 6.73 -0.12 0.0110
O 3.00 6.08 -2.44 0.0701
S 3.63 -0.81 -1.23 0.7354
O 3.93 -1.82 -0.20 -0.3062
O 4.48 -1.08 -2.40 -0.3092
O 2.07 -0.84 -1.78 -0.2009
C 1.11 -0.42 -0.79 -0.2878
C -0.21 0.00 -1.61 -0.1506
C -1.55 -0.62 -1.00 -0.1750
P -3.03 0.53 -1.17 0.6288
O -4.25 -0.30 -0.89 -0.3123
O -2.96 1.14 -2.73 -0.2292
C -3.71 2.37 -2.91 -0.2795
C -5.28 2.18 -2.88 -0.1224
O -2.87 1.81 -0.10 -0.2904
C -3.37 1.48 1.23 -0.2999
C -3.11 2.76 2.16 -0.0856
H -0.49 -0.90 3.93 -0.0571
H -0.37 1.85 0.33 0.0967
H 0.85 2.36 1.57 0.1320
H 2.25 0.20 1.02 0.1517
H 2.24 1.86 -1.60 0.1665
H 4.44 0.82 0.44 0.1581
H 5.99 0.86 -1.65 0.1055
H 4.65 1.48 -2.70 0.1321
H 5.64 3.19 -0.18 0.1258
H 6.60 3.11 -1.71 0.1170
H 3.67 3.65 -2.33 0.1205
H 5.14 4.57 -2.89 0.1344
H 2.82 7.82 -0.18 0.0916
H 2.79 6.34 0.91 0.0847
H 1.47 6.62 -0.32 0.0911
H 0.77 -1.30 -0.14 0.1606
H -0.06 -0.32 -2.69 0.1312
H -0.24 1.14 -1.65 0.1113
H -1.80 -1.53 -1.63 0.1135
H -1.39 -0.86 0.09 0.0853
H -3.45 2.74 -3.95 0.1269
H -3.41 3.19 -2.20 0.1125
H -5.72 3.21 -3.05 0.0820
H -5.68 1.80 -1.90 0.0040
H -5.60 1.56 -3.77 0.0880
H -4.48 1.31 1.24 0.0646
H -2.79 0.60 1.62 0.0964
H -4.10 3.23 2.42 0.0217
H -2.38 3.46 1.65 0.0805
H -2.63 2.43 3.14 0.0782
Cl 3.01 -1.07 6.12 0.5435
C 2.43 -2.75 6.13 -0.6605
C 2.08 -3.24 4.74 -0.6059
Cl 0.63 -2.43 4.08 0.6722
H 1.58 -2.81 6.80 0.0696
H 3.23 -3.36 6.54 0.0727
H 1.86 -4.31 4.77 0.0741
H 2.90 -3.08 4.04 0.0734
Cl -6.88 2.83 3.50 0.5545
C -7.64 3.87 2.27 -0.6408
C -7.60 3.23 0.90 -0.6366
Cl -5.95 3.15 0.24 0.6792
H -7.13 4.83 2.28 0.0701
H -8.67 4.02 2.58 0.0752
H -8.19 3.83 0.20 0.0800
H -8.01 2.22 0.91 -0.0205
Cl 7.81 -1.28 0.02 0.5431
C 7.12 -2.93 0.05 -0.6605
C 7.97 -3.89 0.86 -0.6589
Cl 9.52 -4.24 0.06 0.5282
H 7.00 -3.26 -0.97 0.0743
H 6.13 -2.84 0.50 0.0522
H 7.45 -4.84 0.97 0.0723
H 8.18 -3.50 1.86 0.0677
Cl -10.24 -2.48 0.97 0.5136
C -9.02 -1.69 -0.05 -0.6595
C -8.62 -0.33 0.48 -0.6411
Cl -9.95 0.86 0.33 0.5705
H -9.42 -1.63 -1.06 0.0725
H -8.15 -2.35 -0.07 0.0478
H -7.78 0.06 -0.10 0.0729
H -8.32 -0.38 1.52 0.0772
Cl -7.55 -4.51 1.81 0.5472
C -8.09 -6.21 1.81 -0.6527
C -8.48 -6.69 0.43 -0.6634
Cl -9.97 -5.91 -0.16 0.5340
H -8.92 -6.30 2.52 0.0706
H -7.26 -6.80 2.19 0.0708
H -8.68 -7.76 0.46 0.0708
H -7.69 -6.50 -0.30 0.0686
Cl 11.87 -4.50 -2.26 0.5164
C 11.10 -3.48 -3.50 -0.6604
C 11.17 -4.11 -4.87 -0.6683
Cl 12.83 -4.16 -5.52 0.5315
H 11.59 -2.51 -3.48 0.0707
H 10.06 -3.35 -3.20 0.0657
H 10.57 -3.53 -5.57 0.0712
H 10.78 -5.13 -4.86 0.0683


128
Properties=species:S:1:pos:R:3:lowdin_charge:R:1 method="wB97M-V/def2-TZVPD" spin_multiplicity=1 total_energy_ev=-508850.4701 orbital_gap_ev=6.0 max_force_ev_per_a=3.554 total_charge=-1
C 1.09 -2.76 0.82 -0.1853
C -0.10 -2.16 0.33 -0.1272
C -0.86 -1.00 1.08 -0.2200
N -1.28 0.00 0.10 -0.1384
C -2.71 0.28 0.05 -0.1677
C -3.41 0.57 1.43 -0.1969
C -4.95 0.96 1.28 -0.3124
N -5.05 2.38 0.87 -0.0156
C -0.41 1.17 -0.05 -0.5995
S 1.39 0.85 0.23 0.8228
C -0.80 2.46 0.78 -0.1594
C -0.46 2.41 2.32 -0.1431
C 0.78 3.26 2.74 -0.1736
F 1.50 4.05 1.88 0.0112
C 1.16 3.28 4.03 -0.2365
F 0.88 2.17 4.79 0.0638
F 1.75 4.37 4.60 0.0846
C -0.53 1.63 -1.60 -0.7108
O -1.36 2.48 -1.97 -0.0618
O 0.32 1.07 -2.38 -0.1347
H 1.03 -3.79 1.31 -0.1034
H 2.09 -2.27 0.67 0.0519
H -0.51 -2.54 -0.64 0.0867
H -1.73 -1.54 1.55 0.0557
H -0.26 -0.62 1.95 0.0926
H -3.21 -0.64 -0.37 0.1349
H -3.00 1.11 -0.64 0.1198
H -3.41 -0.35 2.09 0.0692
H -2.95 1.38 2.04 0.0722
H -5.50 0.25 0.63 0.1124
H -5.35 0.91 2.33 -0.0001
H -4.97 2.40 -0.15 0.0665
H -4.24 2.89 1.23 0.0557
H 2.04 2.07 0.31 -0.1395
H -0.19 3.30 0.35 0.0927
H -1.86 2.78 0.67 0.0999
H -1.33 2.89 2.86 0.1121
H -0.37 1.39 2.75 0.0606
C 1.62 -4.44 -2.48 -1.0132
Cl 0.48 -5.11 -1.31 0.5076
Cl 3.23 -4.23 -1.78 0.5080
H 1.69 -5.12 -3.33 -0.0141
H 1.25 -3.47 -2.81 0.0372
C -1.08 -5.07 -5.71 -1.0182
Cl -0.89 -5.46 -4.00 0.5320
Cl 0.20 -3.98 -6.27 0.5164
H -1.04 -5.99 -6.29 0.0154
H -2.04 -4.59 -5.86 0.0171
C 3.62 -6.16 1.86 -0.9717
Cl 3.18 -7.60 0.93 0.4835
Cl 2.45 -4.84 1.61 0.6089
H 3.63 -6.42 2.92 0.0216
H 4.60 -5.82 1.55 0.0264
C 6.63 -5.13 -4.13 -1.0681
Cl 5.08 -4.66 -4.85 0.4964
Cl 6.75 -4.57 -2.46 0.5020
H 6.71 -6.21 -4.15 -0.0664
H 7.43 -4.68 -4.71 0.0202
C 5.15 3.27 -0.37 -1.0961
Cl 5.35 4.08 1.19 0.4897
Cl 4.73 1.58 -0.17 0.5449
H 4.34 3.76 -0.92 -0.1153
H 6.08 3.36 -0.93 -0.0466
C 6.47 6.92 -1.73 -0.9883
Cl 7.18 5.34 -2.09 0.5673
Cl 5.25 7.36 -2.93 0.5146
H 6.00 6.89 -0.75 0.0245
H 7.25 7.67 -1.74 0.0263
C -1.53 -4.09 -10.00 -1.0264
Cl -2.48 -3.10 -11.12 0.5017
Cl -2.58 -5.11 -9.01 0.5128
H -0.86 -4.72 -10.57 0.0260
H -0.96 -3.44 -9.35 0.0142
C -0.79 -0.24 5.79 -0.9913
Cl -0.21 -1.86 5.40 0.5227
Cl -1.99 0.31 4.63 0.5596
H -1.24 -0.26 6.78 0.0244
H 0.05 0.45 5.78 0.0050
C -5.66 1.40 6.56 -1.0157
Cl -4.09 2.20 6.76 0.4957
Cl -5.95 0.97 4.87 0.5348
H -5.68 0.50 7.16 0.0240
H -6.44 2.08 6.89 0.0242
C 9.69 4.49 0.48 -1.0418
Cl 9.89 5.28 2.04 0.4918
Cl 9.28 2.78 0.66 0.5051
H 8.89 4.98 -0.07 -0.0437
H 10.62 4.57 -0.08 0.0255
C -0.24 -8.88 -1.57 -1.0326
Cl -1.24 -10.34 -1.68 0.4930
Cl 0.55 -8.51 -3.10 0.4839
H -0.88 -8.04 -1.29 0.0144
H 0.52 -9.03 -0.81 0.0159
C 1.06 5.06 -1.52 -0.9588
Cl 0.88 6.13 -2.92 0.5254
Cl 2.74 5.04 -0.94 0.5867
H 0.42 5.42 -0.72 -0.0244
H 0.77 4.05 -1.81 0.0224
C -9.49 1.14 3.04 -1.0654
Cl -10.90 0.87 2.00 0.4862
Cl -8.04 1.49 2.09 0.5561
H -9.69 1.98 3.70 0.0293
H -9.32 0.25 3.63 -0.0587
C 0.74 7.35 2.36 -0.9883
Cl -0.63 6.97 1.32 0.5393
Cl 2.17 7.80 1.42 0.4814
H 0.47 8.18 3.01 0.0257
H 0.98 6.47 2.96 0.0050
C 1.35 10.09 -2.61 -1.0238
Cl 2.46 11.32 -3.23 0.4826
Cl 1.70 9.69 -0.92 0.4740
H 0.33 10.47 -2.67 0.0265
H 1.44 9.19 -3.21 0.0015
C -12.50 -1.84 4.65 -1.0053
Cl -10.93 -1.07 4.89 0.5496
Cl -12.76 -2.27 2.95 0.5045
H -12.55 -2.74 5.25 0.0241
H -13.28 -1.15 4.96 0.0272
C 7.81 -7.28 -6.89 -0.9986
Cl 6.69 -7.95 -5.71 0.5564
Cl 9.42 -7.06 -6.20 0.5086
H 7.88 -7.95 -7.74 0.0247
H 7.44 -6.31 -7.22 0.0289
C -3.56 -3.82 4.59 -1.0346
Cl -4.56 -5.28 4.53 0.4940
Cl -2.89 -3.43 3.01 0.5393
H -4.17 -2.99 4.93 0.0231
H -2.74 -3.99 5.29 0.0117